[1]
Below is a 2-piece molecular cluster, C5H14IPSi overall, with properties calculated with wB97M-V/def2-TZVPD.

Last column: natural (NBO) charge in e.
Cartesian coordinates (Å):
C  1.2051  2.1448  -0.0981  -1.059
C  2.6063  -0.5310  0.2079  -1.071
C  0.2611  -0.0534  -1.8308  -1.145
C  -0.1530  -0.6910  1.2362  -0.791
C  -2.2101  -1.3151  0.4528  -0.809
Si  0.8281  0.2196  -0.1264  1.580
P  -2.7027  0.2465  0.3342  0.487
I  -5.0820  0.0998  -0.1978  -0.205
H  1.5350  2.4345  0.8952  0.229
H  2.0783  2.2666  -0.7052  0.231
H  0.4056  2.6893  -0.5587  0.237
H  2.3919  -1.1051  1.0916  0.220
H  3.0717  -1.1913  -0.4997  0.238
H  3.1847  0.3627  0.4123  0.230
H  -0.6125  0.4835  -2.1601  0.254
H  1.0940  0.2335  -2.4697  0.247
H  -0.0048  -1.0938  -1.9255  0.235
H  -0.4202  -0.0795  2.0972  0.218
H  0.1844  -1.7538  1.4730  0.240
H  -2.0292  -1.9724  -0.4002  0.245
H  -2.6500  -2.0527  1.1859  0.231
H  -2.9817  0.6581  1.5861  -0.042

Calculated values
HOMO energy: -8.5 eV
LUMO energy: -0.2 eV
charge: 0
DFT total energy: -30676.9475 eV
Kohn-Sham gap: 8.30 eV

***

[2]
Below is a 2-piece molecular cluster, C2BrClO2 overall, with properties calculated with wB97M-V/def2-TZVPD.

Last column: natural (NBO) charge in e.
Cartesian coordinates (Å):
C  1.4086  -0.2417  0.2011  0.401
C  -2.0998  0.3173  -0.3872  0.493
O  1.2455  -0.5221  1.3162  -0.467
O  -2.6727  0.9538  0.3581  -0.502
Cl  2.0936  -1.2294  -0.9985  0.057
Br  0.8304  1.4938  -0.4410  0.017

Calculated values
HOMO energy: -11.0 eV
LUMO energy: 0.2 eV
charge: 0
DFT total energy: -88733.2916 eV
Kohn-Sham gap: 11.24 eV

***

[3]
Below is a 2-piece molecular cluster, C2H5IO overall, with properties calculated with wB97M-V/def2-TZVPD.

Last column: natural (NBO) charge in e.
Cartesian coordinates (Å):
C  1.9409  0.2475  -0.4195  -0.856
C  -1.8780  -0.7037  -0.1136  0.212
O  -1.5400  -0.0965  0.9830  -0.665
I  -4.0265  -0.6355  -0.3166  -0.039
H  2.9160  0.1155  -0.9292  0.214
H  2.0867  1.1788  0.1313  0.210
H  1.5502  -0.5870  0.2812  0.219
H  1.2743  0.3304  -1.2161  0.213
H  -2.3236  0.1506  1.5995  0.492

Calculated values
HOMO energy: -9.4 eV
LUMO energy: -0.1 eV
charge: 0
DFT total energy: -12300.2513 eV
Kohn-Sham gap: 9.31 eV

***

[4]
Below is C30H45DyNO3P2S as an isolated structure, with properties calculated with wB97M-V/def2-TZVPD.

Last column: Löwdin spin population.
Cartesian coordinates (Å):
Dy  -0.6633  -0.8726  0.7794  5.083
C  -1.1245  -0.5664  3.3302  -0.010
C  -2.1150  0.2051  2.6407  -0.016
C  -2.6555  -2.0382  2.4206  -0.001
C  -1.4702  -1.9486  3.2032  -0.001
C  -3.0479  -0.7130  2.0574  -0.001
C  -0.0200  -0.0435  4.1747  -0.001
H  0.2404  0.9854  3.9035  0.000
H  0.8811  -0.6629  4.0728  0.000
H  -0.2997  -0.0460  5.2390  -0.001
C  -0.7946  -3.0908  3.8631  0.000
H  0.1705  -2.7788  4.2773  0.000
H  -0.6101  -3.9040  3.1485  0.000
H  -1.3979  -3.5064  4.6848  0.000
C  -3.4271  -3.2768  2.1656  0.000
H  -4.1252  -3.5104  2.9864  0.000
H  -2.7497  -4.1326  2.0576  0.000
H  -4.0049  -3.1896  1.2401  0.000
C  -4.3129  -0.3678  1.3641  0.000
H  -5.1750  -0.3953  2.0508  0.000
H  -4.5258  -1.0803  0.5533  0.000
H  -4.2698  0.6422  0.9372  0.000
C  -2.2994  1.6750  2.7360  -0.004
H  -2.9619  1.9296  3.5747  -0.001
H  -2.7542  2.0825  1.8287  0.000
H  -1.3496  2.1847  2.9106  0.000
C  3.5228  3.1377  -2.0295  0.000
C  3.2617  4.0017  -1.0372  0.000
C  2.7190  5.3945  -1.2132  0.000
C  1.7276  5.5794  -2.3945  0.000
C  0.7352  4.4662  -2.5457  0.000
C  0.8516  3.4268  -3.3905  0.000
C  2.0877  3.0646  -4.1564  0.000
C  3.4403  3.4506  -3.4901  0.000
H  3.5599  6.0953  -1.3505  0.000
H  2.2859  5.7459  -3.3260  0.000
H  2.2093  5.7169  -0.2907  0.000
H  3.6620  4.5105  -3.6849  0.000
H  4.0273  2.1924  -1.8118  0.000
H  3.6480  3.7796  -0.0304  0.000
H  4.2254  2.8607  -3.9934  0.000
H  2.0999  1.9765  -4.3364  0.000
H  -0.0406  2.8605  -3.6961  0.000
H  2.0420  3.5350  -5.1535  0.000
H  1.1570  6.5037  -2.1996  0.000
H  -0.1930  4.6334  -1.9801  0.000
P  1.2977  1.0262  0.4128  -0.012
C  3.0031  0.4306  0.1964  -0.001
C  1.3510  2.7081  1.0936  -0.005
P  -1.2289  0.8161  -1.4072  -0.010
C  0.6196  1.2014  -1.3139  0.001
C  -1.9900  2.4592  -1.5720  -0.004
C  -1.4517  0.0191  -3.0306  -0.002
H  2.9689  -0.6602  0.0371  0.000
H  3.5668  0.6239  1.1216  0.000
H  3.5066  0.9074  -0.6541  0.000
H  1.8045  3.4176  0.3920  -0.001
H  1.9419  2.7008  2.0190  0.000
H  0.3385  3.0717  1.3219  0.000
H  -0.7780  0.4551  -3.7803  0.000
H  -2.4981  0.1517  -3.3399  0.000
H  -1.2580  -1.0616  -2.9433  0.000
H  1.1624  0.5687  -2.0292  0.000
H  0.7761  2.2482  -1.6050  0.000
H  -3.0446  2.3283  -1.8503  0.000
H  -1.4886  3.0752  -2.3307  -0.001
H  -1.9493  2.9823  -0.6071  0.000
O  -1.3419  -3.8497  -2.5631  -0.001
S  -1.5423  -4.1433  -1.1703  -0.001
O  -2.8665  -4.3784  -0.6614  0.000
N  -0.8021  -2.9251  -0.2380  -0.011
C  0.3106  -3.3134  0.4197  0.003
O  0.9068  -2.4364  1.1739  0.001
C  0.5850  -4.7304  0.2613  0.000
C  1.5149  -5.5082  0.9685  0.000
C  1.4354  -6.8997  0.8532  0.000
C  0.4318  -7.4974  0.0749  0.000
C  -0.5037  -6.7110  -0.6142  0.000
C  -0.3922  -5.3266  -0.5213  -0.001
H  2.2587  -5.0079  1.5818  0.000
H  2.1378  -7.5295  1.3945  0.000
H  0.3724  -8.5838  0.0131  0.000
H  -1.3211  -7.1415  -1.1931  0.000

Calculated values
HOMO energy (alpha / beta): -10.2 / -10.2 eV
LUMO energy (alpha / beta): -3.4 / -2.9 eV
expectation value of S²: 8.830
spin multiplicity: 6
charge: +1
DFT total energy: -92963.1060 eV
Kohn-Sham gap (alpha / beta): 6.74 / 7.24 eV

***

Look up the charge of the second one. 0